The following is a quantum chemistry calculation of C14H32As3F18IO14Ti as an isolated structure, from OMol25.

Cartesian coordinates (Å):
Ti: -9.11 5.43 15.87
As: -6.29 5.77 11.98
F: -7.18 6.08 13.45
F: -7.72 5.34 11.21
F: -5.39 5.44 10.62
F: -4.88 6.20 12.89
F: -6.10 4.18 12.54
F: -6.46 7.43 11.54
As: -13.01 7.84 15.45
F: -14.29 6.72 15.81
F: -11.81 6.55 15.43
F: -11.75 8.97 15.08
F: -14.12 9.16 15.43
F: -12.68 8.11 17.13
F: -13.24 7.60 13.74
As: -9.32 1.48 18.68
F: -9.46 2.18 20.24
F: -10.91 2.02 18.23
F: -9.06 0.92 17.07
F: -7.67 1.18 19.01
F: -9.81 -0.05 19.17
F: -8.84 3.03 18.10
I: -6.50 6.16 17.35
C: -9.01 5.36 20.38
O: -10.33 5.53 19.82
C: -10.59 5.56 18.53
O: -9.70 5.69 17.62
O: -11.80 5.74 18.17
C: -12.79 4.80 18.80
H: -8.71 4.28 20.29
H: -9.18 5.58 21.43
H: -8.30 6.01 19.84
H: -13.67 4.91 18.14
H: -12.98 5.09 19.82
H: -12.34 3.80 18.64
C: -7.84 1.97 12.67
O: -8.33 3.00 13.67
C: -7.60 3.10 14.78
O: -7.99 3.97 15.59
O: -6.66 2.25 15.01
C: -5.93 2.43 16.31
H: -8.17 0.99 13.08
H: -6.73 1.96 12.50
H: -8.42 2.34 11.83
H: -5.32 3.32 16.24
H: -5.40 1.46 16.29
H: -6.70 2.46 17.07
C: -10.09 9.97 17.52
O: -9.76 8.63 17.03
C: -8.95 8.39 16.06
O: -8.88 7.27 15.53
O: -8.17 9.36 15.61
C: -7.14 9.26 14.57
H: -9.17 10.62 17.49
H: -10.49 9.77 18.49
H: -10.83 10.37 16.85
H: -7.65 9.65 13.63
H: -6.72 8.24 14.45
H: -6.37 9.94 14.98
C: -10.57 8.61 12.32
O: -10.17 7.52 13.21
C: -10.16 6.22 12.99
O: -9.84 5.41 13.92
O: -10.60 5.86 11.81
C: -10.65 4.37 11.59
H: -11.66 8.72 12.53
H: -10.35 8.50 11.28
H: -10.12 9.53 12.77
H: -10.73 4.32 10.50
H: -11.59 4.02 12.01
H: -9.73 3.96 12.08
C: -14.52 3.10 15.16
O: -13.62 4.11 14.84
H: -15.24 3.52 15.91
H: -15.11 2.83 14.22
H: -14.07 2.15 15.46
H: -14.07 4.88 15.15
C: -10.83 2.72 15.35
O: -10.68 4.08 15.88
H: -10.97 2.76 14.25
H: -9.98 2.21 15.72
H: -11.78 2.31 15.76
H: -11.54 4.49 15.76

## Properties
- E_tot (Ha) = -11258.53557
- gap between HOMO and LUMO (eV) = 6.58
- lowest unoccupied orbital energy (eV) = -2.61
- HOMO level (eV) = -9.189

Formally, the Löwdin partial charges of the atoms, in units of the elementary charge, are as follows: 1.13 0.62 -0.26 -0.20 -0.20 -0.25 -0.22 -0.24 0.76 -0.23 -0.23 -0.22 -0.22 -0.22 -0.23 0.64 -0.23 -0.24 -0.23 -0.22 -0.19 -0.25 0.41 0.02 0.06 -0.49 -0.12 0.03 0.09 0.10 0.10 0.04 0.11 0.10 0.10 0.06 -0.02 -0.54 -0.13 0.06 0.07 0.11 0.12 0.08 0.07 0.12 0.06 0.04 0.02 -0.58 -0.11 0.01 0.04 0.12 0.10 0.09 0.12 0.08 0.11 0.03 0.00 -0.51 -0.05 0.05 0.06 0.09 0.10 0.11 0.11 0.09 0.08 -0.16 -0.13 0.10 0.10 0.07 0.03 -0.01 -0.20 0.10 0.05 0.10 0.07



The following is a quantum chemistry calculation of C14H32BF6MgNO10S2 as an isolated structure, from OMol25.

Cartesian coordinates (Å):
Mg: -2.88 -0.09 0.28
C: -6.60 -1.78 0.59
F: -6.15 -1.87 1.83
F: -5.90 -2.73 -0.09
F: -7.92 -2.07 0.48
S: -6.10 0.05 -0.16
O: -5.58 -0.23 -1.52
O: -7.29 0.90 -0.22
N: -4.64 0.43 0.80
S: -5.41 1.41 1.89
O: -5.61 2.73 1.32
O: -6.58 0.82 2.49
C: -4.13 1.56 3.34
F: -3.83 0.36 3.82
F: -3.05 2.23 2.90
F: -4.72 2.24 4.30
B: -1.23 0.34 1.20
H: -0.41 0.32 1.90
H: -1.19 -0.56 0.61
H: -2.12 0.23 1.80
H: -1.30 1.21 0.57
C: -2.76 2.88 -0.74
O: -2.94 1.55 -1.15
C: -2.29 1.21 -2.37
C: -2.44 -0.28 -2.73
O: -2.44 -0.96 -1.46
C: -2.42 -2.35 -1.68
C: -2.32 -2.93 -0.28
O: -3.03 -2.11 0.69
C: -2.94 -2.66 2.03
H: -3.29 2.96 0.21
H: -3.12 3.70 -1.36
H: -1.70 3.09 -0.55
H: -1.22 1.34 -2.20
H: -2.57 1.91 -3.16
H: -1.64 -0.59 -3.40
H: -3.39 -0.44 -3.24
H: -1.50 -2.57 -2.22
H: -3.28 -2.71 -2.23
H: -1.25 -3.01 -0.07
H: -2.60 -3.97 -0.39
H: -3.77 -2.30 2.64
H: -1.99 -2.35 2.46
H: -3.08 -3.74 2.00
C: 10.00 1.26 -3.33
O: 9.69 0.47 -2.21
C: 8.31 0.41 -1.87
C: 7.90 -0.15 -0.43
O: 6.62 0.35 0.01
C: 6.22 -0.13 1.32
C: 4.78 0.37 1.62
O: 3.75 -0.07 0.60
C: 2.38 0.32 0.77
H: 9.63 2.27 -3.18
H: 9.55 0.86 -4.24
H: 11.07 1.29 -3.57
H: 7.87 -0.26 -2.60
H: 7.94 1.43 -1.91
H: 8.59 0.21 0.34
H: 7.96 -1.23 -0.38
H: 6.91 0.19 2.10
H: 6.25 -1.22 1.34
H: 4.75 1.46 1.67
H: 4.55 -0.06 2.59
H: 1.82 -0.15 -0.04
H: 2.12 1.38 0.85
H: 1.95 -0.20 1.62

## Properties
- charge = +1
- E_tot (Ha) = -2979.72004
- gap between HOMO and LUMO (alpha / beta) (eV) = 6.59 / 1.61
- lowest unoccupied orbital energy (alpha / beta) (eV) = -4.32 / -9.30
- multiplicity = 2
- HOMO level (alpha / beta) (eV) = -10.910 / -10.910

Formally, the Löwdin partial charges of the atoms, in units of the elementary charge, are as follows: 0.45 -0.52 0.14 0.13 0.18 0.80 -0.26 -0.22 -0.13 0.67 -0.13 -0.17 -0.62 0.17 0.16 0.20 -0.34 0.02 -0.02 -0.04 0.00 -0.06 -0.26 -0.12 -0.10 -0.20 -0.14 -0.13 -0.26 -0.01 0.08 0.12 0.11 0.14 0.15 0.15 0.14 0.15 0.15 0.14 0.14 0.09 0.12 0.11 -0.12 -0.20 -0.16 -0.15 -0.16 -0.18 -0.13 -0.20 -0.12 0.08 0.08 0.09 0.12 0.12 0.12 0.12 0.12 0.12 0.12 0.11 0.08 0.09 0.07



The following is a quantum chemistry calculation of a 3-piece molecular cluster, C14H32Br2O6 overall, from OMol25.

Cartesian coordinates (Å):
C: 15.04 12.77 12.86
O: 15.76 13.96 13.26
C: 14.87 14.97 13.64
C: 15.07 16.27 12.94
O: 14.30 16.26 11.63
C: 14.66 17.25 10.72
C: 15.65 16.62 9.68
O: 15.96 17.66 8.78
C: 16.44 17.24 7.47
H: 14.32 13.18 12.12
H: 14.57 12.30 13.72
H: 15.76 12.18 12.34
H: 14.94 15.15 14.82
H: 13.81 14.71 13.39
H: 16.13 16.44 12.68
H: 14.68 17.12 13.53
H: 15.05 18.12 11.21
H: 13.76 17.48 10.08
H: 15.14 15.77 9.27
H: 16.61 16.28 10.19
H: 17.46 16.96 7.65
H: 16.32 18.08 6.84
H: 15.79 16.46 7.14
C: 13.48 11.34 7.92
O: 13.24 9.89 8.27
C: 13.49 9.59 9.65
C: 12.80 8.35 10.04
O: 11.46 8.79 10.40
C: 10.57 7.76 10.73
C: 9.14 8.31 11.02
O: 8.40 8.63 9.76
C: 8.59 9.95 9.50
H: 12.86 11.92 8.61
H: 13.05 11.38 6.93
H: 14.49 11.66 7.90
H: 13.16 10.34 10.38
H: 14.56 9.40 9.89
H: 13.12 7.88 10.93
H: 12.75 7.64 9.19
H: 10.90 7.19 11.63
H: 10.48 6.97 10.01
H: 9.14 9.22 11.61
H: 8.63 7.47 11.58
H: 9.59 10.19 9.13
H: 8.39 10.62 10.35
H: 7.91 10.22 8.72
Br: 10.06 11.64 13.09
C: 11.81 10.93 13.08
C: 11.99 10.06 14.33
Br: 13.68 9.03 13.92
H: 12.51 11.74 13.04
H: 11.94 10.27 12.20
H: 11.25 9.27 14.36
H: 12.03 10.50 15.33

## Properties
- SMILES string = COCCOCCOC.COCCOCCOC.BrCCBr
- E_tot (Ha) = -6151.90775
- gap between HOMO and LUMO (eV) = 9.87
- lowest unoccupied orbital energy (eV) = 0.42
- HOMO level (eV) = -9.453

Formally, the Löwdin partial charges of the atoms, in units of the elementary charge, are as follows: -0.08 -0.18 -0.26 -0.13 -0.17 -0.21 -0.21 -0.21 -0.06 0.09 0.07 0.08 0.16 0.13 0.13 0.13 0.11 0.14 0.11 0.14 0.08 0.07 0.07 -0.03 -0.17 -0.24 -0.18 -0.18 -0.21 -0.12 -0.17 -0.18 0.08 0.08 0.07 0.11 0.14 0.09 0.15 0.13 0.11 0.06 0.14 0.09 0.07 0.08 0.71 -0.76 -0.59 0.58 0.02 0.02 0.03 0.07